[1]
# C40H41FMgN8S2

C40H41FMgN8S2 as an isolated structure (ωB97M-V with the def2-TZVPD basis set, OMol25).

```
93
Properties=species:S:1:pos:R:3:forces:R:3
S -0.318 -6.751 0.407 0.002 0.014 -0.005
S 0.470 -0.022 2.342 -0.059 0.002 0.023
Mg 0.648 0.067 -0.170 -0.042 -0.044 0.185
F -1.499 0.220 -0.210 0.012 -0.030 0.057
N -1.134 6.517 0.441 -0.015 -0.004 0.017
N 0.569 -7.204 -4.060 -0.012 -0.006 0.017
N -2.037 4.545 -0.344 -0.017 -0.054 0.009
N 0.142 4.637 0.538 0.036 -0.007 -0.012
N 0.030 -2.212 0.166 0.236 0.036 -0.065
N 0.402 2.212 0.162 0.160 0.086 -0.305
N 0.165 0.060 -2.362 -0.161 -0.144 0.030
N 2.898 -0.023 0.419 -0.059 -0.080 0.046
C 1.546 -7.056 -3.169 0.008 0.011 -0.005
C -1.190 0.109 -2.558 0.106 0.038 0.028
C 1.246 -1.146 -4.261 -0.032 -0.016 -0.038
C 0.894 -2.571 -3.825 0.038 0.025 0.037
C 5.570 -0.073 1.233 0.008 -0.011 0.012
C 5.245 -0.084 -0.083 -0.013 0.018 -0.007
C 4.551 -0.036 2.208 0.028 0.015 0.030
C -1.866 0.097 -3.803 -0.014 0.002 -0.023
C 0.262 3.345 0.337 -0.040 -0.006 0.023
C 3.868 0.013 4.501 0.004 -0.014 0.010
C -0.219 -4.968 0.399 0.037 -0.012 0.030
C 0.973 -2.940 0.770 -0.055 0.007 0.011
C -0.594 -2.883 -3.704 -0.013 -0.023 0.006
C 2.395 0.101 -6.002 -0.005 0.024 0.011
C -3.442 0.281 -1.533 -0.001 0.017 -0.004
C 0.900 -4.316 0.897 -0.011 -0.012 0.015
C 2.011 1.273 -5.387 0.051 0.005 0.008
C 3.884 -0.054 -0.460 -0.008 -0.006 -0.012
C 3.551 -0.056 -1.917 0.002 -0.006 0.006
C -0.677 -7.246 -3.594 0.007 -0.002 -0.021
C -1.242 -4.210 -0.145 -0.014 0.029 -0.042
C 2.532 0.022 4.084 -0.017 0.010 0.016
C 0.027 -6.963 -1.334 -0.016 -0.015 -0.021
C 4.877 -0.020 3.581 -0.018 0.006 -0.019
C 1.670 -3.017 -2.589 -0.013 0.036 0.046
C -4.058 0.265 -2.779 -0.004 0.018 -0.006
C 1.273 1.286 -4.203 0.085 -0.020 0.058
C -1.066 -2.840 -0.250 -0.020 0.043 -0.048
C 1.988 3.126 -2.588 0.049 0.015 -0.044
C 2.152 0.003 2.750 0.024 -0.009 -0.074
C 2.003 -1.092 -5.432 -0.034 -0.005 -0.007
C -3.245 0.172 -3.902 0.008 -0.015 0.009
C 1.332 -6.935 -1.804 0.000 0.012 0.009
C 0.999 2.694 -3.670 -0.124 -0.013 -0.069
C -1.001 -7.133 -2.249 -0.007 -0.005 0.017
C 0.896 0.060 -3.600 0.050 0.029 0.032
C -0.997 5.196 0.205 -0.019 -0.004 0.011
C -2.074 0.207 -1.472 -0.021 -0.007 -0.015
C -0.439 3.001 -3.263 -0.024 -0.006 0.100
C 3.203 -0.017 1.769 -0.042 0.021 -0.047
H 2.163 -6.811 -1.122 0.003 0.000 -0.003
H 1.707 -4.868 1.359 0.003 -0.001 -0.007
H -1.066 -2.343 -2.891 -0.031 0.023 0.068
H -1.891 7.042 0.048 0.012 0.007 -0.017
H -1.275 0.028 -4.706 -0.009 0.003 -0.005
H 1.825 -2.394 1.155 0.011 -0.004 -0.014
H -4.003 0.347 -0.609 -0.005 -0.011 0.008
H 2.960 0.815 -2.180 0.008 0.012 -0.022
H 2.976 0.117 -6.915 0.000 -0.004 -0.003
H -1.154 2.663 -4.012 0.013 0.025 -0.017
H 4.452 -0.052 -2.529 0.001 0.007 0.002
H -2.929 4.986 -0.474 0.009 0.008 -0.005
H 2.296 2.221 -5.830 -0.003 0.008 0.007
H 2.968 -0.932 -2.185 -0.008 0.000 0.020
H 1.442 -2.382 -1.735 0.014 -0.010 -0.060
H 4.093 0.028 5.560 -0.005 0.001 0.002
H 1.404 -4.043 -2.321 -0.009 -0.023 0.010
H 3.012 3.118 -2.968 0.002 -0.049 0.006
H 5.919 -0.032 3.875 0.003 0.000 -0.003
H 1.742 0.041 4.823 0.005 -0.002 0.005
H -2.032 -7.169 -1.924 -0.001 0.000 -0.001
H 1.764 4.145 -2.258 -0.003 -0.015 0.004
H -0.698 2.522 -2.319 0.025 0.065 -0.017
H -1.124 -2.629 -4.623 -0.004 0.006 -0.005
H -0.719 -3.954 -3.524 -0.007 -0.006 0.003
H 2.555 -7.028 -3.565 0.001 0.000 0.001
H 1.933 2.481 -1.716 -0.006 0.013 0.072
H 2.275 -2.024 -5.913 0.002 -0.001 -0.003
H -0.316 7.007 0.756 -0.005 -0.003 0.009
H -5.133 0.319 -2.863 -0.003 -0.004 -0.002
H -3.694 0.153 -4.888 0.002 0.002 -0.002
H -0.551 4.083 -3.147 -0.011 0.029 0.032
H 6.605 -0.094 1.555 -0.001 0.004 0.005
H 1.204 3.341 -4.529 -0.046 0.014 -0.005
H 2.747 -2.982 -2.767 -0.005 -0.037 -0.018
H 1.247 -3.202 -4.645 0.029 0.005 0.008
H -1.972 3.552 -0.504 0.000 -0.014 -0.024
H 6.002 -0.112 -0.854 -0.004 0.003 -0.003
H -1.836 -2.226 -0.700 0.001 0.006 -0.039
H -1.460 -7.371 -4.333 -0.001 -0.002 -0.001
H -2.147 -4.674 -0.511 0.001 0.001 -0.005
```
Positions in Å, forces in eV/Å.

Computed properties:
F_max = 0.355 eV Å⁻¹
E_tot = -83903.8418 eV
Net charge = 0
HOMO level = -6.42 eV
Energy relative to the best compared isomer or geometry (same formula, charge and spin) = 0.789 eV
Frontier orbital gap = 6.63 eV

[2]
# C40H41N4RuSb

C40H41N4RuSb as an isolated structure (ωB97M-V with the def2-TZVPD basis set, OMol25).

```
87
Properties=species:S:1:pos:R:3:forces:R:3
Sb 0.454 -1.047 -1.250 -1.535 -0.773 -0.859
Ru -0.296 0.786 0.931 2.094 1.193 3.747
N 1.791 1.170 1.898 -2.168 -0.148 -0.911
N -0.729 1.457 3.235 0.110 -0.612 -1.985
N -0.137 3.142 0.634 -0.161 -2.013 -0.704
N -0.395 -1.171 2.435 -0.062 0.989 -1.229
C -2.592 -2.537 -0.303 -0.067 0.090 -0.052
C 2.880 2.289 3.685 -0.159 -0.221 -0.240
C -0.075 1.093 -3.963 0.233 0.007 -0.171
C -2.201 0.620 -0.820 0.138 0.175 0.228
C 4.011 1.974 1.600 -0.223 -0.129 0.162
C 3.522 -1.180 -2.932 0.152 0.215 -0.010
C -1.362 2.775 3.366 -0.272 0.717 0.017
C 0.560 -5.396 -0.843 0.151 0.066 0.003
C -1.699 0.436 3.661 -0.482 -0.395 0.170
C -0.462 5.661 -0.462 0.033 -0.052 -0.039
C -0.091 4.592 -1.265 -0.005 -0.133 0.190
C -0.519 3.966 2.910 -0.103 -0.241 -0.008
C 2.372 -1.715 -3.714 -0.210 -0.071 -0.063
C 0.269 -2.709 -5.280 0.009 0.128 0.269
C -1.132 -0.948 3.530 -0.218 -0.015 0.216
C 0.537 1.365 3.984 0.556 -0.174 -0.013
C 0.044 -3.384 3.202 -0.131 0.142 0.149
C -1.724 -4.878 -0.337 -0.076 0.310 0.032
C -1.485 -3.515 -0.499 -0.186 -0.128 0.094
C 0.058 3.353 -0.672 0.217 0.294 -0.652
C -0.625 5.448 0.894 0.117 -0.315 -0.039
C -3.386 1.974 -2.409 0.032 -0.150 0.134
C -1.195 1.084 -2.975 -0.043 0.201 -0.227
C -0.715 -5.806 -0.485 0.132 -0.217 0.011
C -1.179 0.395 -1.759 0.561 -0.691 0.743
C -0.442 4.172 1.424 -0.134 0.253 0.334
C 1.060 -1.713 -3.248 0.959 0.278 0.087
C 2.600 -2.234 -4.997 -0.040 0.151 0.412
C -1.341 -1.930 4.492 0.089 0.167 -0.317
C -3.301 1.399 -1.149 -0.009 -0.022 0.397
C 0.200 -2.351 2.294 0.353 -0.401 -0.214
C -0.201 -3.123 -0.854 -0.007 1.091 0.177
C 0.018 -2.208 -4.008 -0.505 -0.106 0.010
C -0.760 -3.177 4.316 0.164 0.061 -0.265
C 0.821 -4.046 -1.018 0.355 -0.047 -0.108
C 1.769 1.640 3.148 0.131 0.171 0.405
C 2.871 1.339 1.140 0.526 -0.075 -0.410
C -2.340 1.821 -3.297 0.253 -0.159 0.123
C 4.012 2.460 2.901 -0.135 -0.095 -0.097
C 1.567 -2.720 -5.770 -0.195 -0.012 -0.047
H -0.995 -2.220 -3.623 -0.093 -0.044 -0.022
H 1.817 -3.733 -1.304 0.053 -0.022 -0.050
H -1.951 -1.724 5.358 -0.032 0.089 0.084
H 1.768 -3.115 -6.754 0.027 -0.032 -0.073
H -3.543 -3.043 -0.174 -0.115 -0.034 0.046
H 1.348 -6.118 -0.991 0.063 -0.038 0.023
H 0.833 -2.479 1.423 -0.116 -0.040 0.152
H 0.374 2.491 -1.258 -0.149 0.293 0.092
H 3.387 -1.332 -1.858 0.072 -0.024 0.088
H 0.520 2.030 4.852 -0.069 -0.029 -0.040
H -0.920 -6.852 -0.310 -0.005 -0.060 -0.088
H 2.863 2.647 4.702 -0.071 0.047 0.119
H -2.407 -1.937 0.593 -0.072 0.036 -0.019
H -0.907 -3.962 5.043 -0.033 -0.052 0.057
H -0.548 -3.094 -5.870 -0.083 -0.050 -0.041
H 0.544 -4.325 3.036 0.057 -0.064 -0.028
H -0.948 4.866 3.355 0.053 -0.114 0.020
H 0.071 4.715 -2.323 0.054 -0.016 -0.098
H -2.384 2.287 -4.269 -0.026 0.097 -0.133
H 0.013 2.086 -4.405 0.049 -0.016 0.035
H -2.585 0.522 3.016 0.126 0.094 0.187
H -2.723 -5.200 -0.084 -0.116 -0.060 0.029
H -2.025 0.606 4.696 0.062 0.053 -0.133
H 3.643 -0.110 -3.120 0.039 0.039 0.060
H 4.882 2.963 3.296 0.040 0.032 0.048
H 0.883 0.817 -3.516 -0.094 0.115 -0.149
H -0.277 0.400 -4.783 0.096 -0.009 0.036
H -0.600 6.646 -0.885 -0.029 0.038 0.002
H 4.875 2.072 0.965 0.064 0.020 -0.105
H -2.680 -1.881 -1.172 -0.075 -0.006 0.122
H 0.500 3.879 3.297 -0.034 0.110 0.044
H 0.646 0.342 4.362 -0.059 0.169 0.021
H 2.827 0.929 0.132 0.002 0.162 0.196
H -4.255 2.551 -2.686 -0.094 0.054 -0.016
H -0.889 6.256 1.555 -0.002 0.124 0.089
H -1.618 2.928 4.426 0.034 -0.107 -0.181
H -4.105 1.528 -0.441 -0.038 0.056 0.112
H 3.612 -2.250 -5.372 0.117 -0.011 -0.049
H -2.222 0.091 0.160 0.012 -0.037 -0.144
H 4.446 -1.664 -3.239 0.059 0.014 0.140
H -2.300 2.763 2.800 0.088 -0.079 0.111
```
Positions in Å, forces in eV/Å.

Computed properties:
F_max = 4.455 eV Å⁻¹
E_tot = -57198.6774 eV
Net charge = +3
Multiplicity = 2
HOMO level (alpha / beta) = -16.22 / -16.22 eV
Frontier orbital gap (alpha / beta) = 6.38 / 4.91 eV